Density functional theory data (ωB97M-V/def2-TZVPD) for a gas-phase ion, C5H12NO2 (charge +1) in a non-equilibrium geometry.

Its total charge is +1. The calculation puts the relative energy (zero: lowest compared OMol25 entry of this formula, charge and spin) at 69.59 kcal/mol. The structure (SMILES) is [NH3+][C@@H](CO)CCC=O. The calculation puts the HOMO-LUMO gap at 10.38 eV. For the molar mass, the calculation gives 118.16 u. The calculation puts the total energy at -10955.6018 eV.

Each line ends with the Löwdin charge.
Cartesian coordinates (Å):
C  2.5108  0.5945  0.2117  -0.184
H  1.2100  0.9433  1.8455  0.077
C  -0.4788  -0.2161  -0.0011  -0.275
H  -1.6974  0.0801  1.6946  0.122
C  -1.6238  -0.3321  -1.0138  -0.239
H  -0.4159  -0.8185  1.9917  0.183
H  3.4684  0.7338  0.7282  0.132
H  -1.7023  -1.3566  0.9511  0.160
O  -2.0974  -1.5780  -0.7159  -0.138
H  1.5964  2.3757  0.8278  0.156
H  -0.6178  2.0816  0.3217  0.128
H  -1.3940  -0.1970  -2.0695  0.144
H  0.4359  -0.9001  -0.2448  0.193
O  2.2998  -0.1331  -0.7706  0.017
C  -0.0559  1.2098  -0.0170  -0.142
H  -2.5836  0.2596  -1.0119  0.159
H  0.3718  1.6103  -0.9738  0.149
N  -1.1245  -0.5531  1.3047  0.253
H  -2.2813  -2.3115  -1.5188  0.246
C  1.2914  1.2539  0.8563  -0.144